[1]
A cluster of 12 separate species, C66H150N6O12 in total in a non-equilibrium geometry, computed with ωB97M-V/def2-TZVPD.

Results
* molecular weight: 1220.0 g mol⁻¹
* HOMO-LUMO gap: 8.90 eV
* ΔE to the lowest compared entry with this formula, charge and spin: 0.0 kcal/mol
* SMILES string: CC1(C)CCCC(C)(C)N1O.CC1(C)CCCC(C)(C)N1O.CC1(C)CCCC(C)(C)N1O.CC1(C)CCCC(C)(C)N1O.CC1(C)CCCC(C)(C)N1O.CC1(C)CCCC(C)(C)N1O.CCO.CCO.CCO.CCO.CCO.CCO

Element x y z (Å)
O1 5.646 6.462 1.199
O2 -1.028 4.106 -3.818
O3 -1.500 3.293 -0.824
O4 -7.557 -1.736 -3.115
O5 5.325 5.126 -1.451
O6 8.095 0.198 -3.496
O7 -3.315 3.810 1.469
O8 1.543 -4.021 4.966
O9 -4.532 -3.159 1.124
O10 -2.747 2.921 4.131
O11 2.259 -4.580 -3.991
O12 3.754 1.197 2.960
N1 -7.128 -1.274 -1.783
N2 0.900 -4.274 -4.210
N3 1.786 -3.966 3.561
N4 -0.265 2.685 -0.614
N5 -3.400 2.085 5.161
N6 7.097 -0.426 -2.696
C1 -1.315 -4.997 -4.923
C2 -4.470 4.522 -0.526
C3 0.962 0.687 -0.312
C4 -1.218 0.573 -1.422
C5 1.178 -1.975 -3.244
C6 6.438 -2.343 -1.339
C7 0.493 -3.834 -1.725
C8 -5.478 3.520 4.480
C9 -6.217 0.831 -2.948
C10 -4.847 -1.303 -2.739
C11 5.641 0.002 -3.182
C12 -4.567 2.958 5.557
C13 0.242 3.710 1.621
C14 4.706 -0.582 -2.123
C15 1.451 -1.584 3.701
C16 2.288 -5.292 3.158
C17 0.144 -5.496 -4.665
C18 0.963 2.687 -4.079
C19 -3.210 -3.120 0.637
C20 5.291 -0.462 -4.582
C21 0.836 4.876 -0.492
C22 -4.211 0.736 3.142
C23 3.252 -3.907 1.137
C24 3.777 -2.455 3.961
C25 7.446 -2.761 -3.530
C26 2.413 -2.670 3.227
C27 -7.839 -0.219 0.281
C28 2.017 1.412 0.399
C29 -1.896 -4.188 -3.789
C30 2.513 -5.146 1.606
C31 0.708 3.466 0.162
C32 -2.233 -2.842 1.767
C33 3.418 7.205 1.789
C34 -5.965 -0.395 -2.069
C35 5.021 -2.103 -1.736
C36 5.543 2.821 3.114
C37 -8.324 -0.671 -1.055
C38 7.479 -1.796 -2.334
C39 4.038 2.545 3.120
C40 2.061 2.817 -0.097
C41 -0.427 1.279 -0.312
C42 -6.503 0.598 0.199
C43 -5.730 0.676 5.952
C44 -0.459 2.896 -4.379
C45 1.200 -6.359 3.328
C46 -4.494 -0.043 5.516
C47 5.740 1.555 -3.085
C48 -3.534 0.782 4.531
C49 -9.332 -1.830 -0.964
C50 -9.009 0.474 -1.877
C51 -4.501 3.459 0.625
C52 4.998 5.975 -2.557
C53 0.146 -6.605 -3.584
C54 -5.430 -0.031 -0.661
C55 -2.130 0.080 4.541
C56 0.408 -3.346 -3.163
C57 5.749 7.279 -2.364
C58 -5.309 2.044 6.561
C59 -1.198 0.953 1.033
C60 -3.919 4.119 6.296
C61 2.573 -2.616 1.699
C62 3.599 -5.714 3.794
C63 4.307 6.068 1.512
C64 0.789 -6.027 -5.917
C65 8.907 -1.881 -1.761
C66 -1.049 -2.931 -3.559
H1 -5.052 -1.642 -3.737
H2 -2.375 -3.587 2.566
H3 1.359 1.844 -4.587
H4 -1.933 -5.879 -5.154
H5 0.234 -7.610 -4.037
H6 4.807 0.101 -1.231
H7 6.566 -1.824 -0.363
H8 3.611 -0.661 -2.388
H9 1.432 3.616 -4.372
H10 3.012 -1.701 1.383
H11 2.329 -5.299 -3.379
H12 0.486 -1.804 3.281
H13 -1.088 1.943 -4.132
H14 -6.746 1.572 -0.292
H15 6.714 -3.367 -1.185
H16 3.490 3.187 2.360
H17 -4.529 0.544 -0.707
H18 -4.463 2.435 0.244
H19 -5.194 1.197 -3.221
H20 -1.943 3.333 4.554
H21 -6.203 2.572 6.946
H22 -4.963 3.798 3.565
H23 2.067 2.905 -1.155
H24 5.957 2.008 2.517
H25 -3.536 4.306 -1.185
H26 4.528 -3.150 3.574
H27 -8.641 0.421 0.771
H28 -2.088 1.188 -1.726
H29 -3.041 -2.357 -0.136
H30 0.692 -1.351 -2.482
H31 5.081 4.227 -1.622
H32 -3.000 -4.077 0.204
H33 3.791 -6.746 3.509
H34 -6.749 0.660 -3.877
H35 -5.944 4.437 4.830
H36 -6.116 0.933 1.187
H37 1.770 -0.612 3.298
H38 -1.042 3.998 -2.852
H39 -0.637 -6.592 -2.827
H40 4.394 -5.120 3.316
H41 4.462 0.084 -5.021
H42 -1.605 -0.473 -1.134
H43 1.465 -4.955 1.334
H44 -2.905 -3.832 -3.987
H45 3.974 7.945 2.402
H46 -3.615 1.092 2.309
H47 5.790 6.155 0.306
H48 6.772 7.071 -2.045
H49 2.885 0.770 0.261
H50 1.082 -1.638 -4.275
H51 2.892 3.368 0.337
H52 -3.312 4.791 5.640
H53 3.320 -3.915 0.056
H54 -1.451 -2.351 -2.726
H55 -6.356 0.823 5.103
H56 1.063 -6.539 -3.010
H57 4.113 -1.422 4.021
H58 1.412 -3.806 -1.178
H59 -2.366 -1.886 2.261
H60 -3.886 -0.718 -2.785
H61 -10.147 -1.552 -0.313
H62 4.647 -2.623 -2.646
H63 3.937 6.108 -2.646
H64 -0.140 -3.196 -1.087
H65 -1.968 3.386 0.014
H66 0.163 -6.856 -6.325
H67 1.334 0.676 -1.356
H68 -1.916 -4.710 -2.822
H69 1.830 5.286 -0.267
H70 -5.171 -2.993 0.418
H71 -5.352 3.388 1.331
H72 -8.962 0.337 -2.940
H73 5.773 3.805 2.713
H74 -5.126 1.307 3.123
H75 -1.773 0.015 5.544
H76 -1.136 -3.055 1.512
H77 5.095 -1.531 -4.619
H78 -5.435 4.594 -1.074
H79 4.306 -3.950 1.435
H80 -6.254 0.214 6.796
H81 3.116 7.739 0.825
H82 0.095 -4.821 -1.489
H83 -2.231 -0.951 4.218
H84 2.469 6.833 2.218
H85 8.932 -1.574 -0.734
H86 -6.296 2.806 4.193
H87 4.369 -2.329 -0.915
H88 3.571 2.892 4.061
H89 -7.266 -2.675 -3.168
H90 -0.794 3.104 -5.411
H91 -6.718 1.546 -2.346
H92 -4.581 -2.244 -2.244
H93 6.390 2.001 -3.834
H94 0.624 -3.745 5.019
H95 6.022 2.699 4.097
H96 4.801 1.978 -3.396
H97 -8.737 1.499 -1.724
H98 1.077 2.574 -3.003
H99 1.506 -2.580 1.412
H100 -1.971 1.725 1.266
H101 0.840 4.376 2.259
H102 6.053 1.825 -2.064
H103 0.059 5.624 -0.213
H104 1.830 1.498 1.469
H105 4.374 5.589 2.538
H106 -0.763 4.098 1.621
H107 -1.369 -4.250 -5.762
H108 -1.020 -2.324 -4.520
H109 0.811 -5.139 -6.597
H110 -4.650 -0.968 4.932
H111 9.579 -1.292 -2.329
H112 3.564 -5.478 4.821
H113 2.803 -6.115 1.225
H114 -3.961 -0.424 6.394
H115 6.130 -0.315 -5.289
H116 -10.027 0.447 -1.511
H117 -9.748 -2.105 -1.945
H118 4.233 0.913 2.157
H119 6.458 -2.916 -3.927
H120 1.446 -7.220 2.747
H121 -5.157 -0.956 -0.189
H122 1.124 -6.576 4.369
H123 0.308 -5.979 2.906
H124 -3.355 3.349 2.343
H125 8.082 -2.285 -4.256
H126 -0.422 0.930 1.861
H127 3.912 5.345 0.837
H128 1.804 -6.357 -5.709
H129 7.885 -3.686 -3.229
H130 8.066 -0.209 -4.359
H131 -0.670 0.541 -2.371
H132 -4.223 5.503 -0.063
H133 2.253 -2.149 -2.940
H134 0.270 2.812 2.208
H135 1.427 -1.500 4.774
H136 -8.883 -2.688 -0.594
H137 5.296 5.568 -3.524
H138 5.216 7.855 -1.545
H139 -4.682 1.896 7.487
H140 -4.495 -0.286 2.842
H141 -4.626 4.869 6.678
H142 0.940 -0.374 -0.032
H143 -7.633 -1.082 0.967
H144 0.731 4.881 -1.544
H145 -3.105 3.859 7.016
H146 -1.415 0.585 3.907
H147 5.648 7.969 -3.199
H148 3.686 -2.744 5.019
H149 9.225 -2.930 -1.701
H150 -1.560 -0.050 0.945

Results of the Mulliken charge analysis, in e, for atoms 1 through 99: atom 1 (O): -0.63, atom 2 (O): -0.61, atom 3 (O): 0.09, atom 4 (O): -0.54, atom 5 (O): -0.40, atom 6 (O): -0.47, atom 7 (O): -0.55, atom 8 (O): -0.58, atom 9 (O): -0.72, atom 10 (O): -0.50, atom 11 (O): -0.45, atom 12 (O): -0.22, atom 13 (N): 0.16, atom 14 (N): 0.14, atom 15 (N): 0.94, atom 16 (N): 0.68, atom 17 (N): -0.22, atom 18 (N): 0.09, atom 19 (C): -1.26, atom 20 (C): -1.26, atom 21 (C): -0.51, atom 22 (C): -1.06, atom 23 (C): -0.94, atom 24 (C): -1.63, atom 25 (C): -0.95, atom 26 (C): -1.32, atom 27 (C): -1.87, atom 28 (C): -2.10, atom 29 (C): 1.87, atom 30 (C): 1.97, atom 31 (C): -1.93, atom 32 (C): 0.11, atom 33 (C): -2.11, atom 34 (C): 1.39, atom 35 (C): 1.57, atom 36 (C): -0.95, atom 37 (C): 0.60, atom 38 (C): -1.57, atom 39 (C): -1.62, atom 40 (C): -0.61, atom 41 (C): -0.97, atom 42 (C): -1.95, atom 43 (C): -1.87, atom 44 (C): 2.32, atom 45 (C): -1.24, atom 46 (C): -0.37, atom 47 (C): -0.38, atom 48 (C): -1.41, atom 49 (C): 2.42, atom 50 (C): -0.16, atom 51 (C): -1.28, atom 52 (C): 2.13, atom 53 (C): 0.77, atom 54 (C): -1.15, atom 55 (C): 1.81, atom 56 (C): 1.60, atom 57 (C): 0.57, atom 58 (C): -0.24, atom 59 (C): 1.73, atom 60 (C): 0.72, atom 61 (C): -0.50, atom 62 (C): -0.13, atom 63 (C): -2.05, atom 64 (C): -1.42, atom 65 (C): -2.15, atom 66 (C): 2.04, atom 67 (C): -2.13, atom 68 (C): -1.79, atom 69 (C): 0.71, atom 70 (C): -0.06, atom 71 (C): -1.49, atom 72 (C): 1.27, atom 73 (C): -2.22, atom 74 (C): 2.36, atom 75 (C): -1.19, atom 76 (C): -1.40, atom 77 (C): 0.57, atom 78 (C): -1.89, atom 79 (C): -0.43, atom 80 (C): -1.86, atom 81 (C): 1.13, atom 82 (C): -1.91, atom 83 (C): -1.89, atom 84 (C): -0.39, atom 85 (H): 0.71, atom 86 (H): 0.62, atom 87 (H): 0.45, atom 88 (H): 0.47, atom 89 (H): 0.47, atom 90 (H): -0.11, atom 91 (H): 0.23, atom 92 (H): -0.37, atom 93 (H): 0.38, atom 94 (H): 0.72, atom 95 (H): 0.31, atom 96 (H): 0.44, atom 97 (H): -0.07, atom 98 (H): 0.30, atom 99 (H): 0.55

[2]
The molecule C10H10O in a non-equilibrium geometry, computed with ωB97M-V/def2-TZVPD.

Results
* molecular weight: 146.2 g mol⁻¹
* HOMO-LUMO gap: 8.78 eV
* ΔE to the lowest compared entry with this formula, charge and spin: 69.1 kcal/mol
* SMILES string: Oc1ccc2c(c1)[C@H]1C[C@H]1C2

Element x y z (Å)
O1 3.587 -1.067 -0.092
C1 2.366 1.091 0.121
C2 1.283 -1.220 -0.105
C3 -1.407 -1.246 -0.470
C4 -1.495 1.293 -0.226
C5 -2.337 -0.025 -0.358
C6 -2.304 -1.017 0.766
C7 1.106 1.651 0.084
C8 0.049 -0.736 -0.168
C9 -0.001 0.719 -0.052
C10 2.393 -0.376 -0.075
H1 1.443 -2.257 -0.096
H2 -3.126 -1.712 1.014
H3 -3.207 0.207 -0.996
H4 3.187 1.751 -0.119
H5 0.849 2.663 0.334
H6 -1.352 -2.095 -1.103
H7 -1.730 1.906 0.702
H8 -1.755 -0.695 1.551
H9 4.291 -0.666 0.382
H10 -1.840 1.831 -1.094

The molecule's natural (NBO) atomic charges, reported in e, are given here: atom 1 (O): -0.69, atom 2 (C): -0.31, atom 3 (C): -0.30, atom 4 (C): -0.25, atom 5 (C): -0.42, atom 6 (C): -0.21, atom 7 (C): -0.40, atom 8 (C): -0.20, atom 9 (C): 0.02, atom 10 (C): -0.03, atom 11 (C): 0.33, atom 12 (H): 0.22, atom 13 (H): 0.22, atom 14 (H): 0.23, atom 15 (H): 0.22, atom 16 (H): 0.22, atom 17 (H): 0.23, atom 18 (H): 0.21, atom 19 (H): 0.21, atom 20 (H): 0.48, atom 21 (H): 0.21